{
  "formula": "C28H52OP2Sm",
  "method": "ωB97M-V/def2-TZVPD",
  "charge": 1,
  "homo_lumo_gap_ev": [4.459, 4.537],
  "multiplicity": 6,
  "symbols": ["Sm", "C", "C", "C", "C", "C", "C", "H", "H", "H", "C", "H", "H", "H", "C", "H", "H", "H", "C", "H", "H", "H", "C", "H", "H", "H", "C", "C", "C", "C", "C", "C", "C", "C", "H", "H", "H", "H", "H", "H", "H", "H", "H", "H", "H", "H", "P", "P", "C", "C", "H", "H", "H", "H", "C", "H", "H", "H", "C", "H", "H", "H", "C", "H", "H", "H", "C", "H", "H", "H", "C", "C", "C", "C", "O", "H", "H", "H", "H", "H", "H", "H", "H", "H"],
  "xyz": [[-0.131, 1.794, 1.228], [0.326, 3.854, 2.126], [-0.765, 3.914, 1.183], [-1.408, 2.529, 2.921], [-0.035, 2.964, 3.168], [-1.858, 3.120, 1.713], [1.579, 4.668, 2.057], [1.857, 4.900, 1.025], [2.419, 4.157, 2.534], [1.429, 5.621, 2.580], [0.767, 2.608, 4.379], [1.821, 2.871, 4.248], [0.703, 1.532, 4.568], [0.391, 3.140, 5.263], [-2.233, 1.720, 3.869], [-2.620, 2.374, 4.662], [-1.638, 0.925, 4.324], [-3.083, 1.257, 3.363], [-3.251, 3.061, 1.167], [-3.862, 3.867, 1.595], [-3.733, 2.111, 1.409], [-3.267, 3.184, 0.080], [-0.881, 4.878, 0.041], [-1.389, 5.794, 0.372], [-1.461, 4.460, -0.786], [0.100, 5.166, -0.345], [1.692, 0.757, 0.492], [1.736, 2.100, 0.089], [1.471, 2.573, -1.326], [0.197, 1.938, -1.907], [-0.842, 1.669, -0.821], [-1.013, 0.409, -0.200], [-0.118, -0.776, -0.488], [1.388, -0.415, -0.427], [2.345, 2.361, -1.962], [0.435, 1.003, -2.424], [1.360, 3.662, -1.313], [1.770, -0.197, -1.431], [2.228, 0.505, 1.400], [2.372, 2.757, 0.676], [1.943, -1.286, -0.066], [-0.327, -1.541, 0.262], [-2.006, 0.155, 0.165], [-0.363, -1.205, -1.472], [-0.236, 2.603, -2.662], [-1.725, 2.297, -0.885], [-0.749, -4.257, -3.016], [-3.690, -5.415, -3.027], [-1.134, -5.615, -4.235], [-2.356, -6.447, -3.825], [-0.249, -6.261, -4.289], [-1.277, -5.177, -5.233], [-2.798, -6.915, -4.713], [-2.066, -7.256, -3.141], [-4.837, -6.771, -2.485], [-5.783, -6.332, -2.154], [-4.404, -7.307, -1.635], [-5.040, -7.486, -3.293], [-4.586, -4.885, -4.564], [-4.823, -5.733, -5.218], [-3.968, -4.171, -5.118], [-5.517, -4.380, -4.288], [0.877, -4.899, -2.392], [1.349, -4.142, -1.757], [1.562, -5.154, -3.210], [0.706, -5.790, -1.780], [-0.112, -2.968, -4.191], [-0.942, -2.547, -4.767], [0.634, -3.375, -4.883], [0.342, -2.152, -3.619], [3.553, 0.114, 3.536], [3.604, 1.521, 2.894], [4.279, 2.459, 3.930], [4.553, 1.535, 1.661], [2.254, 2.008, 2.572], [4.574, -0.210, 3.836], [3.163, -0.670, 2.859], [2.913, 0.134, 4.443], [5.319, 2.127, 4.142], [4.335, 3.501, 3.553], [3.764, 2.454, 4.913], [4.265, 0.835, 0.855], [4.620, 2.558, 1.234], [5.579, 1.228, 1.960]],
  "mulliken_spin": [5.040, -0.026, -0.018, -0.025, 0.000, -0.020, 0.002, 0.000, -0.001, -0.001, -0.010, 0.002, -0.001, 0.000, 0.000, -0.001, -0.001, 0.001, -0.006, -0.001, -0.001, 0.000, 0.000, -0.001, 0.001, 0.000, 0.020, -0.009, 0.005, 0.006, 0.084, -0.040, 0.006, 0.001, -0.004, 0.003, -0.003, 0.001, 0.006, 0.004, -0.001, -0.002, -0.001, 0.000, 0.001, -0.004, 0.000, 0.000, 0.000, 0.000, 0.000, 0.000, 0.000, 0.000, 0.000, 0.000, 0.000, 0.000, 0.000, 0.000, 0.000, 0.000, 0.000, 0.000, 0.000, 0.000, 0.000, 0.000, 0.000, 0.000, 0.001, 0.006, -0.002, 0.000, -0.008, 0.000, 0.000, 0.000, 0.000, 0.000, 0.000, 0.000, 0.000, 0.000]
}

---

{
  "formula": "C28H53BBr2F3N7O13S3",
  "method": "ωB97M-V/def2-TZVPD",
  "smiles": "CCCCC[C@@](Br)(O[C@@](CO[C@](CCCS)(CCSc1nnco1)N(C)C(C)=O)(C[C@H](C)Br)S(=O)(=O)C(F)(F)F)B(O)N(C)C.C[N+](=O)[O-].C[N+](=O)[O-].C[N+](=O)[O-]",
  "homo_lumo_gap_ev": 8.095,
  "multiplicity": 1,
  "symbols": ["C", "C", "C", "C", "C", "C", "Br", "O", "C", "C", "O", "C", "C", "C", "C", "S", "C", "C", "S", "C", "N", "N", "C", "O", "N", "C", "C", "C", "O", "C", "C", "C", "Br", "S", "O", "O", "C", "F", "F", "F", "B", "O", "N", "C", "C", "H", "H", "H", "H", "H", "H", "H", "H", "H", "H", "H", "H", "H", "H", "H", "H", "H", "H", "H", "H", "H", "H", "H", "H", "H", "H", "H", "H", "H", "H", "H", "H", "H", "H", "H", "H", "H", "H", "H", "H", "H", "H", "H", "H", "C", "N", "O", "O", "H", "H", "H", "C", "N", "O", "O", "H", "H", "H", "C", "N", "O", "O", "H", "H", "H"],
  "xyz": [[4.321, 1.165, 3.351], [3.691, -0.224, 3.228], [2.363, -0.188, 2.470], [2.520, -0.111, 0.941], [2.890, -1.479, 0.353], [2.628, -1.622, -1.156], [4.041, -2.765, -1.968], [1.336, -2.033, -1.538], [0.493, -3.094, -1.071], [-0.256, -2.564, 0.176], [-1.426, -1.918, -0.268], [-1.944, -0.890, 0.571], [-3.434, -0.872, 0.200], [-4.341, 0.094, 0.970], [-4.567, 1.493, 0.388], [-4.942, 1.390, -1.385], [-1.215, 0.403, 0.159], [-1.085, 0.563, -1.354], [-0.256, 2.142, -1.754], [-1.567, 3.147, -2.284], [-2.226, 3.125, -3.393], [-3.139, 4.170, -3.336], [-2.940, 4.746, -2.201], [-1.975, 4.171, -1.467], [-1.698, -1.165, 2.003], [-1.339, -0.044, 2.871], [-2.554, -2.135, 2.564], [-3.358, -1.816, 3.804], [-2.640, -3.222, 2.060], [-0.409, -3.327, -2.305], [-1.311, -4.536, -2.497], [-1.932, -4.458, -3.888], [-2.761, -4.697, -1.207], [1.222, -4.700, -0.490], [0.135, -5.513, -0.023], [2.324, -4.461, 0.398], [1.909, -5.691, -1.964], [1.162, -6.787, -2.104], [1.880, -5.016, -3.110], [3.149, -6.053, -1.682], [2.816, -0.165, -1.831], [1.647, 0.546, -1.976], [4.094, 0.367, -2.278], [4.095, 0.585, -3.724], [4.598, 1.523, -1.514], [5.337, 1.096, 3.740], [4.375, 1.667, 2.381], [3.726, 1.796, 4.013], [4.390, -0.918, 2.756], [3.486, -0.581, 4.241], [1.731, -1.045, 2.727], [1.814, 0.707, 2.787], [3.315, 0.616, 0.751], [1.574, 0.252, 0.537], [3.952, -1.664, 0.519], [2.383, -2.248, 0.926], [0.407, -1.854, 0.669], [-0.510, -3.344, 0.898], [-3.799, -1.889, 0.340], [-3.489, -0.693, -0.873], [-5.327, -0.372, 1.031], [-4.015, 0.221, 2.006], [-3.735, 2.175, 0.571], [-5.431, 1.928, 0.893], [-5.059, 2.701, -1.607], [-0.199, 0.347, 0.560], [-1.664, 1.289, 0.607], [-2.043, 0.562, -1.871], [-0.418, -0.183, -1.780], [-3.449, 5.614, -1.814], [-0.314, 0.267, 2.672], [-1.979, 0.836, 2.768], [-1.360, -0.369, 3.907], [-2.930, -2.347, 4.658], [-4.365, -2.193, 3.642], [-3.416, -0.762, 4.057], [-0.962, -2.403, -2.470], [0.312, -3.384, -3.123], [-0.768, -5.474, -2.438], [-2.497, -3.531, -4.006], [-1.127, -4.431, -4.630], [-2.563, -5.320, -4.087], [1.774, 1.492, -1.829], [5.118, 0.753, -4.065], [3.740, -0.316, -4.229], [3.461, 1.425, -4.036], [5.010, 2.256, -2.206], [3.844, 2.027, -0.901], [5.433, 1.205, -0.883], [4.296, 6.329, -2.920], [4.887, 5.148, -2.232], [5.795, 4.556, -2.780], [4.408, 4.854, -1.159], [4.816, 6.469, -3.860], [3.241, 6.119, -3.066], [4.421, 7.180, -2.259], [1.056, 6.145, -0.287], [2.184, 5.396, -0.907], [2.758, 4.574, -0.229], [2.442, 5.659, -2.066], [0.944, 5.801, 0.734], [1.306, 7.200, -0.330], [0.169, 5.935, -0.877], [-6.355, -2.737, 6.193], [-6.991, -1.505, 5.648], [-6.334, -0.795, 4.912], [-8.135, -1.293, 5.982], [-5.342, -2.797, 5.815], [-6.375, -2.655, 7.275], [-6.955, -3.579, 5.865]],
  "mulliken_charge": [-1.188, -0.707, -1.281, 1.912, -1.828, 0.323, -0.198, 0.199, 1.683, -1.131, -0.216, -0.310, -1.328, -0.916, -0.770, -0.200, -0.078, -0.231, -0.104, 0.509, -0.173, -0.499, -0.054, -0.174, 1.004, -0.932, 0.689, -1.535, -0.539, -2.310, 0.236, -1.588, -0.115, 1.348, -0.610, -0.741, 0.655, -0.215, -0.188, -0.220, -0.192, 0.357, -0.155, -1.160, -0.844, 0.412, 0.217, 0.316, 0.335, 0.398, 0.301, 0.634, 0.256, -1.273, 1.056, 0.472, -0.129, 0.742, 0.456, 0.795, 0.424, 0.032, 0.322, 0.584, 0.089, -0.730, 0.917, 0.903, -0.735, 0.414, -0.110, 0.275, 0.548, 0.455, 0.432, 0.363, 0.614, 0.729, 0.244, 0.361, 0.412, 0.427, 0.070, 0.359, 0.319, 0.284, 0.256, 0.274, 0.257, -0.794, 0.982, -0.586, -0.538, 0.369, 0.309, 0.244, -0.856, 1.097, -0.506, -0.618, 0.303, 0.349, 0.229, -0.544, 0.893, -0.499, -0.544, 0.163, 0.300, 0.281]
}

---

{
  "formula": "C28H53BN6PdSi3Te",
  "method": "ωB97M-V/def2-TZVPD",
  "e_above_lowest_ev": 0.9049,
  "charge": -2,
  "homo_lumo_gap_ev": 4.545,
  "multiplicity": 1,
  "symbols": ["Pd", "C", "C", "C", "C", "C", "N", "N", "B", "N", "N", "C", "C", "C", "C", "C", "N", "N", "C", "C", "C", "C", "C", "H", "H", "H", "H", "H", "H", "H", "H", "H", "H", "H", "H", "H", "H", "H", "H", "H", "H", "H", "H", "H", "H", "C", "Si", "C", "C", "C", "C", "H", "H", "H", "H", "H", "H", "H", "H", "H", "C", "Si", "C", "C", "C", "Te", "C", "Si", "C", "C", "C", "H", "H", "H", "H", "H", "H", "H", "H", "H", "H", "H", "H", "H", "H", "H", "H", "H", "H", "H", "H", "H", "H"],
  "xyz": [[-0.665, 0.641, -0.545], [1.101, 3.969, 0.340], [0.154, 3.316, 1.288], [0.041, 3.528, 2.669], [-1.035, 2.760, 3.066], [-1.566, 2.550, 4.445], [-1.522, 2.134, 1.971], [-0.779, 2.463, 0.885], [-2.963, 1.550, 1.814], [-3.516, 2.070, 0.463], [-2.918, 1.781, -0.710], [-3.686, 2.240, -1.678], [-3.314, 2.018, -3.106], [-4.819, 2.872, -1.125], [-4.666, 2.746, 0.242], [-5.573, 3.235, 1.324], [-3.074, 0.003, 1.836], [-3.090, -0.704, 0.691], [-3.509, -1.923, 0.979], [-3.746, -2.942, -0.085], [-3.752, -2.032, 2.361], [-3.470, -0.782, 2.869], [-3.544, -0.333, 4.292], [1.873, 4.514, 0.883], [0.570, 4.662, -0.317], [1.570, 3.201, -0.273], [0.670, 4.147, 3.289], [-1.126, 3.277, 5.127], [-1.318, 1.549, 4.804], [-2.651, 2.651, 4.469], [-3.646, 1.975, 2.708], [-2.611, 1.185, -3.147], [-2.836, 2.897, -3.544], [-4.197, 1.781, -3.703], [-5.636, 3.345, -1.647], [-6.397, 3.795, 0.881], [-5.038, 3.884, 2.019], [-5.979, 2.398, 1.895], [-3.256, -2.610, -0.996], [-4.817, -3.065, -0.269], [-3.327, -3.905, 0.206], [-4.086, -2.894, 2.918], [-4.221, -0.984, 4.845], [-3.903, 0.694, 4.357], [-2.562, -0.380, 4.768], [1.970, -4.838, -1.474], [0.217, -4.205, -1.054], [-0.033, -4.665, 0.778], [-0.881, -5.393, -2.084], [-0.089, -2.445, -1.297], [-0.305, -1.235, -1.206], [2.052, -5.919, -1.332], [2.718, -4.363, -0.838], [2.230, -4.620, -2.512], [0.119, -5.728, 0.982], [-1.033, -4.392, 1.117], [0.673, -4.097, 1.386], [-0.528, -6.425, -2.010], [-0.865, -5.112, -3.139], [-1.923, -5.379, -1.762], [3.428, 3.096, -2.277], [2.150, 1.798, -2.867], [2.514, 1.657, -4.744], [0.377, 2.458, -2.790], [2.406, 0.165, -1.995], [1.929, 0.359, 0.127], [4.380, 0.321, 0.413], [4.958, -1.424, 0.584], [6.708, -1.527, 1.379], [5.101, -2.333, -1.079], [3.843, -2.477, 1.704], [3.030, 4.111, -2.330], [4.322, 3.054, -2.903], [3.730, 2.902, -1.247], [2.461, 2.647, -5.203], [1.783, 1.016, -5.240], [3.508, 1.251, -4.938], [0.328, 3.533, -2.610], [-0.174, 1.935, -1.960], [-0.143, 2.245, -3.725], [3.423, -0.217, -2.078], [1.709, -0.587, -2.361], [4.579, 0.911, 1.312], [4.826, 0.840, -0.438], [7.437, -0.998, 0.762], [7.053, -2.557, 1.508], [6.696, -1.048, 2.359], [5.756, -1.801, -1.771], [4.117, -2.406, -1.542], [5.493, -3.344, -0.959], [3.654, -1.967, 2.650], [4.259, -3.462, 1.929], [2.876, -2.613, 1.219]],
  "mulliken_charge": [0.079, -0.787, 0.429, -1.463, 0.657, -1.232, 1.672, -0.531, -1.407, 0.585, 0.388, 0.347, -1.385, -1.290, 0.774, -1.473, 1.265, -0.517, 0.483, -1.240, -1.174, 0.797, -1.366, 0.333, 0.264, -0.255, 0.393, 0.374, 0.112, 0.306, -0.153, 0.197, 0.209, 0.398, 0.409, 0.353, 0.248, 0.236, 0.234, 0.340, 0.235, 0.380, 0.374, 0.327, 0.157, -0.824, -0.008, -0.828, -1.063, 0.357, -0.648, 0.317, 0.051, 0.311, 0.273, 0.183, 0.256, 0.250, 0.323, 0.255, -1.189, 0.219, -1.260, 0.462, -0.535, 0.009, -1.144, 0.340, -1.116, -0.917, -0.587, 0.395, 0.362, 0.286, 0.290, 0.308, 0.329, 0.404, -0.779, 0.381, 0.251, 0.316, 0.440, 0.296, 0.262, 0.251, 0.292, 0.354, 0.153, 0.339, 0.377, 0.324, -0.203]
}